The following is a quantum chemistry calculation of a structure of composition C21H39N2O2P3SW in a non-equilibrium geometry, from the OMol25 dataset.

CARTESIAN COORDINATES (ANGSTROEM)
P -2.14531 1.76823 -3.01943
C -3.46143 2.49019 -1.95904
H -4.24234 3.09246 -2.49501
H -3.02375 3.12609 -1.16249
H -3.98647 1.64844 -1.46712
C -0.72040 2.81973 -3.41121
H 0.06400 2.16469 -3.86319
H -0.35709 3.21348 -2.43757
H -0.98848 3.62423 -4.09376
C -2.61197 0.74555 -4.45797
H -2.90283 1.32418 -5.34309
H -3.43435 0.06364 -4.15426
H -1.71461 0.12437 -4.70070
P -0.83706 -4.37908 0.21115
C -2.13179 -3.50842 1.07475
H -2.73929 -4.21000 1.63909
H -2.74009 -2.96162 0.32430
H -1.69331 -2.73837 1.74754
C -1.30507 -5.28250 -1.27123
H -0.40748 -5.54345 -1.88143
H -1.91326 -4.62655 -1.93421
H -1.85716 -6.18754 -1.08077
C 0.38714 -5.22804 1.21230
H 0.09168 -6.21273 1.53401
H 0.66153 -4.62096 2.09839
H 1.33328 -5.31862 0.62420
P 2.52293 1.18274 2.71082
C 1.43706 1.65444 4.13992
H 1.87916 2.13533 5.06594
H 0.94916 0.72712 4.50295
H 0.62351 2.33403 3.81400
C 3.93771 0.08262 3.10655
H 4.68394 0.43341 3.82340
H 4.43457 -0.16852 2.14581
H 3.45524 -0.83504 3.49991
C 3.10323 2.56139 1.65985
H 3.96311 3.09174 2.08307
H 2.24333 3.23076 1.47786
H 3.38819 2.07133 0.70259
W 1.73499 -1.08842 -1.67868
C -0.67065 0.16657 -2.00358
O -1.56590 -0.06990 -1.24367
C 1.70608 -0.06078 0.88499
O 0.69883 -0.22449 1.56511
C 3.45288 -2.15623 -1.41744
C 3.70885 -0.77436 -1.74163
C 3.00349 -0.18423 -2.87081
C 2.00350 -0.95632 -3.61797
C 1.80379 -2.33525 -3.27081
C 2.48027 -2.92649 -2.13433
H 3.98812 -2.63927 -0.58322
H 4.28814 -0.15319 -1.06764
H 3.08418 0.89271 -3.07823
H 1.44540 -0.52310 -4.39764
H 1.15211 -2.96578 -3.87672
H 2.26903 -3.96166 -1.88015
C -1.65472 4.51093 2.78921
N -2.12309 3.17849 2.55448
C -3.04136 2.46678 3.36911
C -3.15211 1.21777 2.77538
N -2.33210 1.19526 1.69895
C -1.66621 2.38500 1.52790
S -0.52261 2.86956 0.38459
H -0.65038 4.50653 3.24441
H -1.57066 5.02986 1.81997
H -2.34463 5.04079 3.44278
H -3.48742 2.89145 4.21124
H -3.76939 0.37764 3.06232
H -2.21367 0.40138 1.06613

Output
2S+1	3
orbital gap (alpha / beta)	3.40 / 3.64	eV
maximum force	12.03	eV/Å
net charge	+4
DFT total energy	-2571.03698	a.u.
HOMO energy (alpha / beta)	-17.10 / -17.46	eV

For each atom in turn, the Mulliken charge in e is: 0.4476 -0.7640 0.4669 0.1784 0.3857 -0.7780 0.2750 0.1966 0.4693 -0.9418 0.4382 0.3737 0.3294 0.4308 -0.8122 0.4605 0.2317 0.1672 -0.9736 0.2887 0.2894 0.4177 -0.9616 0.4113 0.3070 0.2708 0.5676 -0.7012 0.4360 0.3914 0.0598 -0.9713 0.4407 0.3069 0.3749 -0.8629 0.4575 0.2522 0.2934 1.4628 -0.0119 -0.2168 -0.0048 -0.1971 -0.1475 -0.7004 -0.6766 -0.6589 -0.2923 -0.8413 0.5005 0.5560 0.4983 0.7391 0.5016 0.6013 -0.8262 0.1969 -0.3691 -0.5151 0.3845 -0.3591 -0.3161 0.2555 0.3181 0.3667 0.5643 0.4932 0.0446